(1)
Computed, not measured: a 3-piece molecular cluster, C7H19NO overall at a distorted geometry, with ωB97M-V/def2-TZVPD.

Results
total charge = 0
highest occupied orbital energy = -0.2589 hartree
energy = -407.9531 hartree
energy above the lowest of the compared OMol25 structures with the same formula, charge and spin = 95.5 kcal per mole
maximum force = 1.231 eV/Å

Element x y z (Å)
C: -0.463 -0.342 -0.966
C: 0.655 -1.377 -0.865
C: -0.754 0.249 -2.309
C: -1.518 -0.391 -0.015
C: 1.748 -1.249 -1.924
N: 1.284 -1.305 0.466
O: 0.703 1.262 -0.345
H: -0.004 1.538 0.460
H: 0.143 -2.342 -1.020
H: 1.349 0.703 0.123
H: 1.980 -2.034 0.573
H: -1.114 -0.538 -2.980
H: -1.534 1.006 -2.227
H: 0.130 0.707 -2.746
H: -1.534 -1.251 0.650
H: -1.274 0.619 0.788
H: -2.506 -0.162 -0.405
H: 1.349 -1.406 -2.925
H: 2.517 -2.007 -1.756
H: 2.218 -0.268 -1.880
C: -0.925 1.773 1.775
C: -0.278 1.030 2.942
H: -0.746 0.050 3.090
H: 0.786 0.847 2.752
H: -1.985 1.960 1.968
H: -0.486 2.775 1.666
H: 0.607 -1.405 1.214
H: -0.348 1.559 3.899

These are the natural (NBO) partial charges, in e, on atoms 1 to 4: C 0.41; C -0.13; C -0.68; C -0.79



(2)
Computed, not measured: a 2-piece molecular cluster, C7H19NO3PS overall, with ωB97M-V/def2-TZVPD.

Results
total charge = +1
highest occupied orbital energy = -0.4188 hartree
energy = -1297.8379 hartree
energy above the lowest of the compared OMol25 structures with the same formula, charge and spin = 15.5 kcal per mole
maximum force = 0.485 eV/Å

Element x y z (Å)
C: 0.049 -0.130 -1.159
O: -0.190 -1.043 -0.105
C: -0.199 -0.519 1.193
C: 1.180 -0.450 1.835
C: 2.153 0.590 1.299
C: 1.653 2.031 1.283
S: 0.963 2.489 2.905
P: 0.823 4.659 2.625
O: 2.191 5.143 2.577
H: -0.530 -0.457 -2.018
H: 1.102 -0.103 -1.446
H: -0.288 0.878 -0.890
H: -0.804 -1.200 1.793
H: -0.723 0.451 1.195
H: 1.630 -1.434 1.693
H: 1.058 -0.324 2.917
H: 3.073 0.563 1.885
H: 2.435 0.361 0.270
H: 0.917 2.249 0.510
H: 2.481 2.737 1.177
H: -0.316 2.085 2.817
H: 0.054 4.762 1.461
H: 0.011 5.001 3.712
O: -3.311 -4.393 -3.466
C: -2.506 -3.583 -3.065
N: -2.261 -3.408 -1.734
C: -1.713 -2.707 -4.010
H: -1.592 -2.750 -1.376
H: -2.761 -3.995 -1.089
H: -2.407 -2.119 -4.607
H: -1.147 -3.347 -4.684
H: -1.023 -2.038 -3.497

These are the natural (NBO) partial charges, in e, on atoms 1 to 4: C -0.25; O -0.54; C -0.06; C -0.45



(3)
Computed, not measured: C7H20B3NO7S2 as an isolated structure at a distorted geometry, with ωB97M-V/def2-TZVPD.

Results
total charge = 0
highest occupied orbital energy = -0.3122 hartree
energy = -1731.2842 hartree
energy above the lowest of the compared OMol25 structures with the same formula, charge and spin = 0.0 kcal per mole
maximum force = 1.114 eV/Å

Element x y z (Å)
C: 0.294 -1.152 -3.844
S: 0.141 0.612 -3.785
O: 0.724 1.159 -4.980
O: 0.656 1.063 -2.516
B: -1.746 0.901 -3.799
O: -2.325 1.335 -4.954
B: -3.713 1.406 -4.987
O: -4.406 1.248 -3.803
B: -3.770 0.342 -2.984
S: -4.573 -1.215 -2.471
O: -2.446 0.643 -2.661
H: -0.098 -1.542 -2.909
H: 1.346 -1.378 -3.972
H: -0.310 -1.514 -4.673
H: -4.306 1.548 -6.000
H: -3.605 -2.031 -2.896
C: 2.464 0.479 5.061
O: 1.371 1.111 4.430
C: 1.714 1.930 3.319
C: 1.261 1.319 2.012
N: 2.028 0.127 1.685
C: 1.506 -0.650 0.565
C: 0.105 -1.238 0.675
O: -0.033 -2.281 1.622
C: -0.233 -1.867 2.959
H: 2.098 0.058 5.996
H: 2.883 -0.334 4.456
H: 3.262 1.193 5.287
H: 2.790 2.129 3.303
H: 1.197 2.884 3.452
H: 1.397 2.055 1.214
H: 0.183 1.121 2.100
H: 2.081 -0.467 2.502
H: 2.197 -1.481 0.401
H: 1.540 -0.026 -0.333
H: -0.125 -1.694 -0.292
H: -0.658 -0.468 0.846
H: -0.812 -0.941 3.014
H: 0.712 -1.730 3.493
H: -0.790 -2.656 3.465

These are the natural (NBO) partial charges, in e, on atoms 1 to 4: C -0.88; S 1.95; O -0.93; O -0.95



(4)
Computed, not measured: C7H20N3ORu as an isolated structure at a distorted geometry, with ωB97M-V/def2-TZVPD.

Results
total charge = +1
highest occupied orbital energy (alpha / beta) = -0.3620 / -0.4622 hartree
energy = -612.7383 hartree
2S+1 = 5
energy above the lowest of the compared OMol25 structures with the same formula, charge and spin = 0.0 kcal per mole
maximum force = 3.583 eV/Å

Element x y z (Å)
C: -3.371 -0.891 -4.322
Ru: -0.315 -0.493 -1.474
N: 0.400 0.221 -3.286
H: -1.364 -1.357 -2.236
H: -4.279 -0.346 -4.542
H: -3.581 -1.952 -4.132
H: -2.894 -0.505 -3.392
H: -2.650 -0.830 -5.142
H: 1.398 0.099 -3.447
H: 0.247 1.237 -3.339
H: -0.053 -0.152 -4.124
C: 3.262 0.540 1.005
N: 1.961 0.541 1.654
C: 1.915 0.161 3.048
C: 0.602 0.617 3.626
C: -0.552 0.020 2.860
N: -0.342 0.210 1.433
C: -1.440 -0.163 0.536
C: 0.868 0.405 0.884
O: 1.008 0.523 -0.384
H: 3.361 1.371 0.296
H: 3.466 -0.417 0.489
H: 4.028 0.692 1.769
H: 2.003 -0.932 3.132
H: 2.786 0.590 3.537
H: 0.521 1.710 3.672
H: 0.557 0.261 4.653
H: -1.510 0.476 3.136
H: -0.618 -1.058 3.072
H: -1.622 -1.247 0.475
H: -2.362 0.243 0.972
H: -1.429 0.427 -0.429

These are the natural (NBO) partial charges, in e, on atoms 1 to 4: C -0.85; Ru 0.99; N -1.10; H -0.35



(5)
Computed, not measured: a 3-piece molecular cluster, C7H20NO2 overall at a distorted geometry, with ωB97M-V/def2-TZVPD.

Results
total charge = 0
highest occupied orbital energy (alpha / beta) = -0.0767 / -0.2719 hartree
energy = -483.7451 hartree
2S+1 = 2
energy above the lowest of the compared OMol25 structures with the same formula, charge and spin = 0.0 kcal per mole
maximum force = 3.256 eV/Å

Element x y z (Å)
C: -0.023 1.124 2.987
C: -0.147 0.889 1.493
C: -0.028 -0.579 1.086
C: 0.252 -0.816 -0.367
C: -0.623 -1.389 -1.171
C: 1.685 -0.546 -0.779
C: 1.745 0.094 -2.177
N: -1.574 1.316 1.064
H: 0.000 2.202 3.124
H: -0.677 0.592 3.656
H: 0.958 0.727 3.324
H: 0.487 1.599 1.003
H: 0.757 -1.052 1.684
H: -0.899 -1.073 1.511
H: -0.248 -1.921 -2.020
H: -1.673 -1.402 -0.921
H: 2.159 0.123 -0.083
H: 2.154 -1.526 -0.857
H: 1.172 1.018 -2.169
H: 2.761 0.172 -2.549
H: 1.337 -0.607 -2.905
H: -1.973 2.042 1.696
H: -2.136 0.429 1.094
H: -1.544 1.721 0.093
H: -1.043 3.015 -2.236
H: -2.452 2.466 -2.194
O: -1.679 2.640 -1.629
H: -0.329 -3.766 -0.592
H: 1.042 -3.813 -0.990
O: 0.538 -3.677 -0.177

These are the natural (NBO) partial charges, in e, on atoms 1 to 4: C -0.66; C -0.02; C -0.50; C -0.12



(6)
Computed, not measured: C7H21AgN3O3 as an isolated structure at a distorted geometry, with ωB97M-V/def2-TZVPD.

Results
total charge = +1
highest occupied orbital energy = -0.4676 hartree
energy = -815.9333 hartree
maximum force = 4.679 eV/Å

Element x y z (Å)
Ag: -1.779 -0.240 -0.913
C: 0.502 -3.134 1.459
C: 1.112 -3.026 0.048
C: 0.285 -3.642 -1.092
O: -1.172 -3.697 -0.886
C: -1.923 -3.986 -2.078
N: 1.324 -1.570 -0.062
H: 0.677 -4.193 1.649
H: -0.579 -3.040 1.565
H: 1.118 -2.620 2.197
H: 2.079 -3.528 0.043
H: 0.531 -4.700 -1.189
H: 0.445 -3.191 -2.071
H: -2.984 -3.976 -1.827
H: -1.769 -4.927 -2.607
H: -1.749 -3.134 -2.735
H: 2.162 -1.363 -0.587
H: 1.439 -1.117 0.833
C: -0.637 2.897 3.254
C: -1.869 2.797 2.232
O: -2.136 1.417 2.236
H: -0.310 3.926 3.103
H: 0.202 2.221 3.083
H: -0.825 2.785 4.321
H: -1.342 3.235 1.384
H: -2.788 3.227 2.631
H: -2.532 1.181 3.078
C: 1.300 3.460 -2.171
O: 0.691 2.403 -2.269
N: 0.745 4.642 -2.404
N: 2.593 3.598 -1.925
H: 1.308 5.466 -2.252
H: -0.235 4.674 -2.647
H: 3.150 4.433 -1.809
H: 2.968 2.722 -1.592

These are the natural (NBO) partial charges, in e, on atoms 1 to 4: Ag 0.94; C -0.63; C -0.08; C -0.07



(7)
Computed, not measured: C7H21BO2Si2Yb as an isolated structure, with ωB97M-V/def2-TZVPD.

Results
total charge = +2
highest occupied orbital energy = -0.5916 hartree
energy = -2191.8104 hartree
maximum force = 0.983 eV/Å

Element x y z (Å)
C: -2.764 -0.792 -0.350
C: -1.499 -1.598 -0.617
C: -0.869 -1.380 -2.001
C: 0.378 -0.499 -1.993
C: 0.068 0.974 -1.597
Si: 0.850 1.414 0.007
O: 0.351 2.983 0.601
Si: -1.336 3.298 0.921
B: 1.036 0.044 1.545
O: -0.070 0.043 2.314
C: 2.307 -0.829 1.760
C: 2.217 -2.204 1.043
H: -3.308 -1.154 0.522
H: -3.454 -0.841 -1.194
H: -2.554 0.269 -0.169
H: -0.753 -1.360 0.152
H: -1.722 -2.656 -0.485
H: -0.606 -2.335 -2.455
H: -1.593 -0.915 -2.676
H: 1.127 -0.950 -1.325
H: 0.832 -0.493 -2.983
H: -1.011 1.154 -1.551
H: 0.442 1.654 -2.369
H: 2.328 1.840 -0.372
H: -1.713 2.287 1.910
H: -1.289 4.678 1.421
H: -1.995 3.159 -0.379
H: -0.120 -0.641 3.008
H: 3.224 -0.326 1.441
H: 2.415 -0.985 2.840
H: 1.194 -2.500 0.804
H: 2.637 -2.982 1.677
H: 2.773 -2.217 0.107
Yb: 2.476 3.861 0.442

These are the natural (NBO) partial charges, in e, on atoms 1 to 4: C -0.60; C -0.41; C -0.40; C -0.39



(8)
Computed, not measured: C7H21FOP2W as an isolated structure at a distorted geometry, with ωB97M-V/def2-TZVPD.

Results
total charge = +2
highest occupied orbital energy (alpha / beta) = -0.5488 / -0.6745 hartree
energy = -1203.4378 hartree
2S+1 = 3
energy above the lowest of the compared OMol25 structures with the same formula, charge and spin = 37.1 kcal per mole
maximum force = 7.029 eV/Å

Element x y z (Å)
W: 0.038 -0.540 0.490
H: -0.970 0.767 0.550
H: -0.009 1.088 0.919
P: -1.962 -0.453 -0.665
P: 2.020 0.703 0.508
C: 2.888 0.620 2.046
H: 3.782 1.229 1.851
H: 2.240 1.055 2.821
H: 3.127 -0.411 2.299
C: 2.661 -0.564 -0.622
H: 2.916 -0.103 -1.591
H: 3.549 -0.933 -0.082
H: 1.962 -1.430 -0.775
C: 2.126 2.309 -0.228
H: 1.363 2.960 0.217
H: 3.146 2.628 0.032
H: 1.978 2.210 -1.307
C: -1.375 -1.833 -1.647
H: -2.122 -2.621 -1.463
H: -1.335 -1.541 -2.706
H: -0.384 -2.204 -1.292
C: -3.349 -1.018 0.339
H: -3.491 -0.349 1.195
H: -4.219 -1.000 -0.323
H: -3.166 -2.033 0.715
C: -2.525 0.884 -1.694
H: -1.845 0.937 -2.554
H: -3.529 0.597 -1.980
H: -2.515 1.829 -1.124
C: -0.527 -0.453 2.399
O: -0.932 -0.144 3.451
H: -0.147 0.386 -0.848
F: 0.610 -2.572 1.066

These are the Löwdin partial charges, in e, on atoms 1 to 4: W 0.88; H 0.01; H 0.04; P 0.66



(9)
Computed, not measured: C7H21N3O13V as an isolated structure at a distorted geometry, with ωB97M-V/def2-TZVPD.

Results
total charge = -1
highest occupied orbital energy (alpha / beta) = -0.2182 / -0.2252 hartree
energy = -2365.4532 hartree
2S+1 = 3
maximum force = 2.789 eV/Å

Element x y z (Å)
V: -5.146 16.245 15.812
N: -1.922 16.925 15.554
O: -1.281 15.886 15.722
O: -3.209 16.904 15.699
O: -1.413 17.987 15.178
N: -3.873 14.343 18.297
O: -4.647 13.880 19.164
O: -2.729 13.911 18.115
O: -4.306 15.288 17.551
N: -8.028 16.739 14.288
O: -8.758 15.830 13.874
O: -6.812 16.431 14.569
O: -8.411 17.891 14.494
C: -5.310 20.068 17.343
C: -5.871 18.755 17.816
O: -5.698 17.736 16.933
H: -5.899 20.400 16.480
H: -4.281 19.953 16.999
H: -5.396 20.852 18.098
H: -6.940 18.900 18.089
H: -5.434 18.474 18.799
C: -5.156 19.300 13.966
C: -4.440 18.461 12.963
O: -4.514 17.073 13.391
H: -6.197 18.977 14.020
H: -5.110 20.352 13.682
H: -4.716 19.171 14.950
H: -3.385 18.741 12.889
H: -4.925 18.527 11.984
H: -3.924 16.611 12.786
C: -8.560 16.051 17.482
C: -7.358 15.231 17.827
O: -6.656 14.827 16.640
H: -9.146 16.248 18.381
H: -9.197 15.533 16.759
H: -8.252 16.990 17.018
H: -7.604 14.354 18.429
H: -6.682 15.817 18.449
H: -6.700 13.875 16.552
C: -3.350 13.770 14.850
O: -4.604 14.517 14.741
H: -3.547 12.725 14.595
H: -2.590 14.205 14.207
H: -3.032 13.796 15.888
H: -4.984 14.397 13.863

These are the natural (NBO) partial charges, in e, on atoms 1 to 4: V 1.59; N 0.74; O -0.45; O -0.57



(10)
Computed, not measured: C7H21O6Ti3 as an isolated structure at a distorted geometry, with ωB97M-V/def2-TZVPD.

Results
total charge = +1
highest occupied orbital energy (alpha / beta) = -0.3205 / -0.4592 hartree
energy = -3278.5097 hartree
2S+1 = 11
maximum force = 3.033 eV/Å

Element x y z (Å)
Ti: -22.427 -5.939 -18.215
Ti: -24.443 -5.049 -15.643
Ti: -25.728 -5.222 -18.556
C: -22.900 -1.757 -18.665
C: -23.900 -2.900 -18.494
O: -24.859 -3.098 -19.309
O: -23.576 -3.802 -17.670
H: -23.067 -1.326 -19.652
H: -21.875 -2.123 -18.618
H: -23.115 -0.943 -17.972
C: -23.948 -3.576 -23.196
O: -24.933 -3.889 -22.198
H: -23.053 -4.054 -22.799
H: -24.148 -4.081 -24.142
H: -23.753 -2.508 -23.287
H: -24.666 -3.491 -21.366
C: -20.444 -4.486 -20.109
O: -20.319 -4.998 -18.819
H: -19.650 -4.789 -20.792
H: -21.410 -4.777 -20.522
H: -20.508 -3.400 -20.053
H: -19.511 -5.516 -18.817
C: -25.235 -0.228 -15.091
O: -25.134 -0.342 -13.749
H: -24.566 -1.008 -15.453
H: -26.197 -0.609 -15.433
H: -24.910 0.722 -15.515
H: -25.272 0.471 -13.259
C: -20.085 -2.285 -15.768
C: -19.252 -3.511 -15.397
O: -19.456 -3.764 -14.032
H: -19.777 -1.843 -16.715
H: -19.996 -1.492 -15.024
H: -21.156 -2.491 -15.758
H: -18.207 -3.303 -15.626
H: -19.499 -4.409 -15.964
H: -19.755 -2.992 -13.547

These are the natural (NBO) partial charges, in e, on atoms 1 to 4: Ti 0.57; Ti 0.56; Ti 0.82; C -0.73



(11)
Computed, not measured: C7H22BBeN2O2 as an isolated structure at a distorted geometry, with ωB97M-V/def2-TZVPD.

Results
total charge = -1
highest occupied orbital energy (alpha / beta) = -0.0210 / -0.0241 hartree
energy = -579.3223 hartree
maximum force = 6.249 eV/Å

Element x y z (Å)
C: 1.347 -0.356 -1.410
Be: -0.793 0.450 -4.344
N: -2.139 0.034 -3.500
N: -1.044 1.052 -5.909
H: -2.618 0.882 -3.149
H: 2.473 -0.273 -0.627
H: 0.759 -1.438 -1.331
H: 0.668 0.481 -0.888
H: 2.147 -0.164 -2.098
H: -2.002 1.290 -5.722
H: -0.942 0.304 -6.603
H: -0.398 1.786 -6.291
H: -2.709 -0.441 -4.159
H: -2.153 -0.545 -2.652
C: 0.876 -1.440 3.655
C: 0.640 -0.993 2.198
C: -0.561 -1.756 1.655
O: 1.816 -1.241 1.386
B: 1.901 -0.270 0.407
O: 1.170 0.867 0.733
C: 0.479 0.587 2.009
C: -0.932 1.121 1.842
C: 1.274 1.493 3.012
H: -0.064 -1.238 4.247
H: 1.727 -0.846 4.105
H: 1.069 -2.550 3.687
H: -0.425 -2.849 1.677
H: -1.417 -1.531 2.308
H: -0.786 -1.444 0.623
H: -1.472 0.964 2.801
H: -0.826 2.208 1.628
H: -1.435 0.599 0.994
H: 2.347 1.194 3.108
H: 1.235 2.531 2.605
H: 0.786 1.532 4.005

These are the natural (NBO) partial charges, in e, on atoms 1 to 4: C -1.08; Be 0.06; N -1.34; N -1.45



(12)
Computed, not measured: C7H22N2OS2W as an isolated structure, with ωB97M-V/def2-TZVPD.

Results
total charge = +4
highest occupied orbital energy (alpha / beta) = -0.8982 / -0.9167 hartree
energy = -1326.3800 hartree
2S+1 = 3
energy above the lowest of the compared OMol25 structures with the same formula, charge and spin = 0.0 kcal per mole
maximum force = 0.128 eV/Å

Element x y z (Å)
W: -0.049 0.136 0.059
N: -0.543 2.092 0.721
C: -1.702 2.088 -0.229
C: -3.010 1.631 0.400
C: -2.884 0.314 1.158
N: -2.033 -0.665 0.353
H: -0.847 2.244 1.689
H: 0.125 2.843 0.511
H: -1.407 1.389 -1.083
H: -1.783 3.040 -0.760
H: -3.753 1.559 -0.398
H: -3.382 2.405 1.078
H: -3.861 -0.136 1.339
H: -2.402 0.422 2.133
H: -2.530 -0.883 -0.517
H: -2.015 -1.562 0.853
C: 1.766 0.101 -2.972
S: 0.285 -0.623 -2.186
C: -1.037 -0.387 -3.418
H: 1.563 1.127 -3.274
H: 1.955 -0.537 -3.839
H: 2.600 0.029 -2.277
H: -0.689 -0.935 -4.297
H: -1.155 0.672 -3.645
H: -1.953 -0.852 -3.057
C: 2.785 -0.722 3.293
S: 1.944 -1.788 2.151
C: 3.273 -2.522 1.238
O: 1.300 -0.689 1.035
H: 3.527 -0.104 2.788
H: 3.279 -1.428 3.978
H: 2.048 -0.157 3.862
H: 3.733 -3.203 1.970
H: 3.995 -1.773 0.913
H: 2.858 -3.124 0.430

These are the natural (NBO) partial charges, in e, on atoms 1 to 4: W 1.77; N -0.83; C -0.22; C -0.48



Which of these has the lowest energy? C7H21O6Ti3



The highest energy belongs to which entry? C7H19NO